Entry from OMol25: a cluster of 2 separate species, C5H12O in total in a non-equilibrium geometry (ωB97M-V/def2-TZVPD).

Calculated values
Total charge: 0
Multiplicity: 1
SMILES: C=CO.CCC
Kohn-Sham gap (eV): 10.169
Maximum force (hartree/bohr): 0.031

The geometry in XYZ format:
```
18
Properties=species:S:1:pos:R:3:lowdin_charge:R:1
C -1.31 -2.59 1.95 0.007
C -0.45 -2.99 2.87 -0.276
O 0.72 -2.28 3.07 -0.031
H -2.18 -3.16 1.65 0.049
H -1.24 -1.61 1.49 0.056
H -0.49 -3.92 3.43 0.105
H 0.97 -2.41 4.00 0.090
C -0.33 2.53 -2.42 -0.126
C 0.33 1.17 -2.06 -0.298
C 1.06 1.28 -0.71 -0.137
H -1.39 2.53 -2.64 0.058
H 0.28 3.05 -3.16 0.062
H -0.27 3.21 -1.55 0.061
H 1.01 0.96 -2.88 0.090
H -0.46 0.45 -1.88 0.090
H 1.98 1.85 -0.84 0.070
H 0.34 1.61 0.03 0.068
H 1.42 0.31 -0.34 0.062
```

---

Entry from OMol25: the ion C8H12NOS with charge +1 in a non-equilibrium geometry (ωB97M-V/def2-TZVPD).

Calculated values
Total charge: +1
Multiplicity: 1
Kohn-Sham gap (eV): 7.614
Maximum force (hartree/bohr): 0.085

The geometry in XYZ format:
```
23
Properties=species:S:1:pos:R:3:lowdin_charge:R:1
C -0.05 -0.71 0.95 0.088
C 0.82 1.25 0.21 -0.359
C -1.38 -0.69 0.41 -0.482
C -0.15 2.29 0.05 -0.218
C -2.10 0.64 0.49 -0.107
C -1.52 1.74 -0.41 -0.161
C 2.31 -0.92 0.58 -0.300
C 0.81 -1.86 -1.12 0.014
N 1.00 -1.51 0.31 -0.226
O -1.93 -1.72 0.07 0.079
S 2.37 0.87 -0.04 1.119
H -0.28 2.72 1.06 0.159
H 0.18 3.10 -0.61 0.133
H -3.13 0.46 0.19 0.133
H -2.09 0.97 1.53 0.133
H -2.21 2.57 -0.43 0.124
H -1.43 1.36 -1.43 0.126
H 2.49 -0.86 1.65 0.114
H 3.11 -1.46 0.08 0.110
H -0.21 -2.25 -1.25 0.101
H 0.93 -0.97 -1.73 0.103
H 1.52 -2.62 -1.42 0.113
H 0.95 -2.39 0.85 0.205
```

---

Entry from OMol25: the molecule C3H5NO2S in a non-equilibrium geometry (ωB97M-V/def2-TZVPD).

Calculated values
Total charge: 0
Multiplicity: 1
Kohn-Sham gap (eV): 9.374
Maximum force (hartree/bohr): 0.093

The geometry in XYZ format:
```
12
Properties=species:S:1:pos:R:3:lowdin_charge:R:1
C 0.73 -0.26 -1.16 -0.183
C -0.07 2.06 -1.13 0.111
C -1.16 -0.32 1.02 -0.071
N 0.30 0.91 -1.25 -0.107
O 1.62 -0.37 1.27 -0.296
O 0.47 -2.33 0.40 -0.337
S 0.57 -0.90 0.51 0.635
H 0.99 -0.75 -1.98 0.066
H -1.40 -1.08 1.61 0.002
H 0.53 2.91 -0.96 0.047
H -1.62 -0.40 0.03 0.077
H -0.96 0.53 1.63 0.057
```

---

Entry from OMol25: a cluster of 8 separate species, C31H46N5O21S in total in a non-equilibrium geometry (ωB97M-V/def2-TZVPD).

Calculated values
Total charge: +1
Multiplicity: 1
Kohn-Sham gap (eV): 8.228
Maximum force (hartree/bohr): 0.039

The geometry in XYZ format:
```
104
Properties=species:S:1:pos:R:3:lowdin_charge:R:1
N 5.67 -0.57 -7.06 0.236
C 4.35 -0.69 -7.15 -0.363
N 3.56 -1.58 -6.57 0.169
C 2.31 -1.34 -6.96 -0.010
N 2.34 -0.31 -7.80 -0.098
N 1.23 0.28 -8.45 0.105
C 0.90 1.36 -7.91 -0.728
S 0.54 2.64 -7.15 0.908
N 3.60 0.12 -7.95 0.210
H 6.19 -0.96 -6.29 0.124
H 6.14 -0.12 -7.81 0.071
H 1.41 -1.87 -6.69 0.114
H 3.93 0.88 -8.54 0.157
C -4.04 -1.97 -4.81 -0.005
C -2.64 -1.55 -5.15 -0.308
C -2.30 -1.58 -6.62 -0.074
O -0.87 -1.79 -6.59 0.025
C -0.59 -2.45 -5.44 -0.568
O 0.48 -2.93 -5.19 0.135
O -1.66 -2.48 -4.63 0.113
H -4.14 -2.15 -3.73 0.056
H -4.75 -1.19 -5.09 0.103
H -4.31 -2.89 -5.32 0.097
H -2.42 -0.57 -4.72 0.158
H -2.54 -0.66 -7.14 0.140
H -2.75 -2.43 -7.14 0.144
C 3.87 -2.30 -3.53 -0.032
C 5.24 -2.31 -2.92 -0.325
C 5.33 -1.82 -1.49 -0.085
O 6.69 -1.34 -1.43 0.071
C 7.04 -0.96 -2.68 -0.567
O 8.02 -0.35 -2.96 0.166
O 6.11 -1.37 -3.59 0.055
H 3.96 -2.42 -4.61 0.044
H 3.24 -3.09 -3.13 0.098
H 3.37 -1.34 -3.36 0.091
H 5.69 -3.30 -3.02 0.162
H 5.17 -2.60 -0.76 0.142
H 4.66 -0.98 -1.29 0.139
C -2.37 0.33 1.33 -0.015
C -2.69 0.02 -0.11 -0.321
C -3.69 0.95 -0.74 -0.078
O -4.26 0.11 -1.77 0.060
C -4.15 -1.17 -1.34 -0.559
O -4.68 -2.10 -1.87 0.140
O -3.37 -1.24 -0.25 0.098
H -1.84 -0.51 1.79 0.095
H -1.76 1.22 1.41 0.100
H -3.28 0.48 1.90 0.068
H -1.77 -0.03 -0.70 0.156
H -3.24 1.84 -1.18 0.140
H -4.49 1.25 -0.06 0.145
C -3.45 1.99 7.24 -0.031
C -4.03 2.06 5.85 -0.303
C -3.43 1.09 4.86 -0.081
O -3.66 1.77 3.61 0.010
C -3.70 3.10 3.88 -0.565
O -3.70 3.94 3.04 0.157
O -3.74 3.32 5.20 0.104
H -3.75 2.86 7.81 0.092
H -3.77 1.10 7.75 0.080
H -2.36 2.00 7.20 0.087
H -5.12 1.95 5.89 0.147
H -3.91 0.12 4.86 0.141
H -2.35 0.97 4.98 0.140
C 10.15 2.72 -10.10 -0.011
C 9.06 2.09 -9.28 -0.302
C 8.95 0.59 -9.39 -0.058
O 7.56 0.39 -9.09 0.027
C 6.90 1.52 -9.44 -0.557
O 5.70 1.59 -9.46 0.137
O 7.74 2.50 -9.73 0.118
H 10.02 3.80 -10.15 0.095
H 11.13 2.51 -9.67 0.098
H 10.14 2.35 -11.13 0.094
H 9.16 2.40 -8.23 0.164
H 9.59 0.05 -8.69 0.148
H 9.13 0.22 -10.40 0.146
C -7.28 -1.88 10.04 -0.017
C -7.57 -0.66 9.20 -0.326
C -7.36 -0.84 7.72 -0.087
O -7.08 0.50 7.29 0.058
C -6.53 1.15 8.35 -0.560
O -6.01 2.21 8.29 0.153
O -6.65 0.41 9.48 0.092
H -7.22 -1.61 11.09 0.090
H -8.06 -2.63 9.92 0.092
H -6.32 -2.32 9.77 0.090
H -8.58 -0.29 9.41 0.160
H -8.24 -1.23 7.20 0.140
H -6.50 -1.47 7.49 0.140
C -0.07 0.98 12.38 -0.019
C -0.38 0.66 10.94 -0.326
C -1.36 1.60 10.27 -0.083
O -1.92 0.76 9.26 0.016
C -1.84 -0.52 9.70 -0.560
O -2.38 -1.44 9.18 0.162
O -1.07 -0.60 10.81 0.091
H 0.44 0.14 12.85 0.090
H 0.56 1.86 12.46 0.092
H -0.99 1.15 12.95 0.090
H 0.55 0.59 10.36 0.159
H -0.89 2.47 9.83 0.142
H -2.16 1.92 10.94 0.144
```

---

The lowest maximum force belongs to which entry?
C5H12O

---

What is the total charge in the third record?
0